a) CH3NO2S2 | ωB97M-V with the def2-TZVPD basis set

Last column: Löwdin charge in e.
Geometry (Å):
H1 0.2370 0.0998 -1.6645  0.0964
H2 -0.3253 -1.8221 -1.2746  0.1006
S1 1.1163 -0.5835 0.5519  0.7231
C1 -0.0845 -0.7125 -0.9202  -0.3937
H3 -0.0633 1.1384 2.3786  0.2980
O1 2.3597 0.0248 0.1166  -0.4993
S2 -1.3761 0.0271 0.2573  0.7577
O2 -1.9062 1.2103 -0.4287  -0.5172
N1 0.0423 0.6177 0.9836  -0.5656

Properties
Frontier orbital gap = 0.31951 hartree
HOMO energy = -9.43 eV
Lowest unoccupied orbital energy = -0.74 eV
2S+1 = 1

b) CH3NO2S2 | ωB97M-V with the def2-TZVPD basis set

Last column: Löwdin charge in e.
Geometry (Å):
O1 0.2404 2.0192 -0.3282  0.0326
H1 -0.8358 -1.4377 2.3172  -0.1801
N1 0.5181 0.6380 -0.7099  -0.4128
O2 1.6810 0.3036 -0.6171  -0.0231
H2 -0.6618 -1.7754 0.5364  -0.2242
C1 -0.4618 -0.0595 -1.0349  -0.6801
S1 0.2619 -1.5615 1.5057  0.5329
S2 -1.6472 -0.5936 -1.9017  0.8307
H3 0.9051 2.4669 0.2326  0.1241

Properties
Frontier orbital gap (alpha / beta) = 0.26031 / 0.26034 hartree
HOMO energy (alpha / beta) = -8.65 / -8.65 eV
Lowest unoccupied orbital energy (alpha / beta) = -1.56 / -1.56 eV
2S+1 = 1

It turns out a) is the most stable, with the second structure 25.1 kcal/mol higher.

a) C2HN4S | ωB97M-V with the def2-TZVPD basis set

Last column: Löwdin charge in e.
Geometry (Å):
H1 -1.7802 -1.2864 -0.2447  -0.0010
N1 0.7268 0.7494 -1.3555  0.0743
C1 -1.4165 -0.4401 0.2003  -0.6982
S1 -2.4578 0.7459 0.7493  0.4424
C2 -0.0568 -0.2716 0.3179  -0.3372
N2 1.0644 -0.4544 0.8379  -0.0384
N3 2.1340 0.2013 0.2856  -0.1601
N4 1.7861 0.7559 -0.7908  -0.2817

Properties
Frontier orbital gap (alpha / beta) = 0.25880 / 0.25890 hartree
Total charge = -1
HOMO energy (alpha / beta) = -3.74 / -3.74 eV
Lowest unoccupied orbital energy (alpha / beta) = 3.30 / 3.30 eV
2S+1 = 1

b) C2HN4S | ωB97M-V with the def2-TZVPD basis set

Last column: Löwdin charge in e.
Geometry (Å):
N1 -2.6789 0.7869 0.8444  -0.3574
S1 0.8013 1.1459 0.6723  0.2932
N2 -0.2239 0.9866 -2.6772  0.1019
C1 -0.6891 0.9092 -0.1450  -0.9471
N3 -3.4628 0.1359 1.3571  0.1406
H1 -0.9758 -0.2549 -0.0795  0.0989
N4 -2.0558 1.6804 0.3454  0.0587
C2 -0.4886 1.0331 -1.5659  -0.3887

Properties
Frontier orbital gap = 0.27982 hartree
Total charge = -1
HOMO energy = -3.57 eV
Lowest unoccupied orbital energy = 4.04 eV
2S+1 = 1
SMILES string = N#C[C@@H]([S-])N=[N+]=[N-]

It turns out b) is the most stable, with the second structure 35.3 kcal/mol higher.

a) C5H7O3 | ωB97M-V with the def2-TZVPD basis set

Last column: Löwdin charge in e.
Geometry (Å):
O1 -2.2409 -0.4952 -3.1053  -0.0905
H1 0.6871 0.6636 2.3585  0.1005
C1 -0.6770 -0.0848 -1.4268  -0.0216
H2 0.0188 -0.5337 -2.1122  0.0845
H3 -1.0290 0.8919 0.4383  0.1049
H4 1.6404 1.4710 0.1422  0.0999
H5 2.2741 -0.1428 2.1192  0.1124
C2 1.2325 -0.0467 1.7329  -0.2844
C3 1.2179 0.4559 0.2607  -0.2038
C4 -2.0751 -0.0980 -1.9308  -0.7568
O2 -3.0279 0.2549 -1.1367  -0.1348
H6 -0.2671 -1.2885 1.4499  0.0835
C5 -0.2357 0.5172 -0.2321  -0.1010
O3 0.6446 -1.3448 1.7837  -0.0958
H7 1.8374 -0.2199 -0.3414  0.1032

Properties
Frontier orbital gap = 0.27491 hartree
Total charge = -1
HOMO energy = -3.97 eV
Lowest unoccupied orbital energy = 3.52 eV
2S+1 = 1
SMILES string = O=C([O-])/C=C/CCO

b) C5H7O3 | ωB97M-V with the def2-TZVPD basis set

Last column: Löwdin charge in e.
Geometry (Å):
C1 -1.2699 -0.8546 0.6494  -0.1187
H1 0.5220 -0.0064 -1.2333  0.1122
O1 -2.1499 0.6012 -1.0030  -0.0885
H2 0.1684 -1.9234 1.8459  0.1094
O2 2.3028 0.6503 -1.0983  0.0392
C2 1.3930 -0.6212 0.7010  -0.2108
C3 1.4208 0.0021 -0.6360  -0.3272
H3 1.4207 0.2784 1.3591  0.1283
C4 0.1985 -1.4907 0.8037  -0.2338
H4 2.3482 -1.2113 1.0555  0.1442
H5 -1.8774 -0.9047 1.6414  0.0994
H6 -1.8812 -1.6466 0.1559  0.0775
O3 -0.5612 1.4532 0.3989  -0.0435
C5 -1.3403 0.6173 -0.0489  -0.7645
H7 0.1529 -2.1407 -0.0211  0.0767

Properties
Frontier orbital gap = 0.29527 hartree
Total charge = -1
HOMO energy = -4.06 eV
Lowest unoccupied orbital energy = 3.97 eV
2S+1 = 1
SMILES string = O=CCCCC(=O)[O-]

It turns out a) is the most stable, with the second structure 7.4 kcal/mol higher.

a) H10O4S | ωB97M-V with the def2-TZVPD basis set

Last column: Löwdin charge in e.
Geometry (Å):
H1 -0.7234 -1.4038 0.1008  -0.0342
H2 2.7392 -1.2286 -1.9501  0.0448
O1 -0.3679 0.7514 1.9955  -0.0688
H3 -3.3340 -0.1270 0.3886  -0.1968
O2 0.9983 2.0200 -0.4445  -0.0539
H4 0.0278 1.2115 1.2471  -0.0071
H5 -2.3500 0.3529 -1.1990  -0.2290
H6 -0.1926 1.3256 2.7480  0.0385
O3 0.0474 -1.8769 0.4512  -0.0791
H7 1.6808 -1.0986 -0.8914  0.0108
H8 1.8536 1.5636 -0.4716  0.0365
H9 0.5809 1.5963 -1.1950  0.0322
H10 -0.1760 -1.8665 1.3944  0.0434
O4 2.3713 -0.5822 -1.3348  -0.0610
S1 -3.1555 -0.6378 -0.8392  0.5236

Properties
Frontier orbital gap = 0.39198 hartree
HOMO energy = -10.18 eV
Lowest unoccupied orbital energy = 0.49 eV
2S+1 = 1
SMILES string = O.O.O.O.S

b) H10O4S | ωB97M-V with the def2-TZVPD basis set

Last column: Löwdin charge in e.
Geometry (Å):
H1 0.4200 1.1940 0.9736  -0.0300
H2 -1.0017 1.0576 2.6116  0.0578
O1 -0.6970 1.9492 2.2205  -0.0886
H3 -0.8018 -1.3119 -0.9668  -0.0548
H4 -1.3482 2.6411 2.2838  0.0410
H5 -0.9970 -1.3231 1.7862  0.0774
H6 0.8976 2.1125 -0.0412  0.0603
O2 -1.1912 -0.8606 -0.2239  -0.1085
H7 1.9359 -1.1654 -3.4055  -0.2491
H8 -0.6748 -1.1998 3.3999  0.0439
H9 -0.6127 -0.0406 -0.0618  0.0314
S1 0.9451 -0.8916 -2.6330  0.5639
O3 0.8332 1.1722 0.1299  -0.0692
H10 0.8428 0.2515 -1.9302  -0.1995
O4 -0.6677 -0.7547 2.5584  -0.0761

Properties
Frontier orbital gap = 0.37716 hartree
HOMO energy = -9.65 eV
Lowest unoccupied orbital energy = 0.62 eV
2S+1 = 1
SMILES string = O.O.O.O.S

It turns out a) is the most stable, with the second structure 18.8 kcal/mol higher.

a) C3H5FOS | ωB97M-V with the def2-TZVPD basis set

Last column: Löwdin charge in e.
Geometry (Å):
H1 -0.7952 0.7983 0.9331  0.1231
H2 1.6418 -0.3248 -0.5404  0.1376
C1 1.1886 0.3123 0.2444  -0.1744
H3 -1.1532 1.0388 -1.6807  -0.1694
C2 -0.8807 -0.9152 -0.2614  -0.7783
C3 -0.1931 -0.0933 0.7328  -0.1668
H4 -0.2755 -0.5630 1.7499  0.1467
S1 -1.5948 -0.1858 -1.7908  0.8196
H5 1.8867 0.4261 1.0593  0.1135
O1 -0.9626 -2.1026 -0.1606  0.0274
F1 1.1379 1.6094 -0.2856  -0.0790

Properties
Frontier orbital gap = 0.39598 hartree
HOMO energy = -10.06 eV
Lowest unoccupied orbital energy = 0.72 eV
2S+1 = 1
SMILES string = O=C(S)CCF

b) C3H5FOS | ωB97M-V with the def2-TZVPD basis set

Last column: Löwdin charge in e.
Geometry (Å):
C1 -0.3802 0.5577 -0.2901  -0.5448
H1 -0.9098 -0.7119 1.5064  0.1502
H2 -0.3857 0.2275 -1.2723  0.1188
O1 -1.3650 1.4734 0.0030  -0.0494
C2 0.9621 0.7797 0.1261  -0.6273
H3 0.9020 1.7088 0.7553  0.1095
F1 -2.0388 -1.0402 -0.1929  -0.1094
H4 -0.3235 -1.6648 -0.0909  0.0765
S1 2.0709 -0.3426 -0.0638  0.7627
C3 -0.7539 -0.8684 0.4098  -0.0980
H5 -2.1156 0.6824 0.3598  0.2112

Properties
Frontier orbital gap = 0.31730 hartree
HOMO energy = -9.13 eV
Lowest unoccupied orbital energy = -0.49 eV
2S+1 = 1
SMILES string = O[C@@H](C=S)CF

c) C3H5FOS | ωB97M-V with the def2-TZVPD basis set

Last column: Löwdin charge in e.
Geometry (Å):
F1 0.3473 2.2083 0.1579  -0.0280
O1 1.3332 -1.3377 -0.3674  -0.1128
S1 -1.9104 -0.9705 0.1148  0.7593
C1 -0.6007 0.1875 -0.3598  -0.6306
H1 -1.6812 -0.9434 1.5389  -0.0565
H2 0.2838 -1.6322 0.2196  0.1762
H3 1.4219 -0.0274 -1.6708  0.1758
H4 -1.1906 1.0819 -0.8791  0.1652
C2 0.9142 -0.0582 -0.6593  -0.3109
H5 0.8046 0.6700 1.4890  0.2136
C3 0.2780 0.8217 0.4161  -0.3513

Properties
Frontier orbital gap = 0.35563 hartree
HOMO energy = -9.21 eV
Lowest unoccupied orbital energy = 0.47 eV
2S+1 = 1

It turns out a) is the most stable, with the second structure 59.8 kcal/mol higher.

a) C3H4I2 | ωB97M-V with the def2-TZVPD basis set

Last column: Löwdin charge in e.
Geometry (Å):
C1 -0.5511 0.0259 -0.7202  -0.2678
I1 1.9226 -1.7699 0.0299  0.8281
H1 -0.9701 0.8626 -1.3019  0.1060
H2 -0.7632 -0.8631 -1.2692  0.0694
C2 -0.5624 -0.0161 0.8116  -0.2199
H3 -0.7834 0.9538 1.0618  0.0461
H4 -0.9741 -0.9028 1.3152  0.1104
C3 0.7517 -0.0750 0.0449  -1.3670
I2 1.9300 1.7847 0.0279  0.6947

Properties
Frontier orbital gap = 0.34018 hartree
HOMO energy = -9.32 eV
Lowest unoccupied orbital energy = -0.07 eV
2S+1 = 1

b) C3H4I2 | ωB97M-V with the def2-TZVPD basis set

Last column: Löwdin charge in e.
Geometry (Å):
I1 -2.5821 -0.3520 -0.1909  0.7556
H1 1.3701 -1.0542 0.4022  0.0911
C1 0.3517 0.7190 -0.4871  -0.2608
H2 0.2757 -1.4547 -0.9789  0.0911
I2 -0.4170 0.4403 2.5417  0.7556
C2 -0.5718 0.0168 0.4482  -1.3540
H3 -0.0257 1.0146 -1.4560  0.0911
C3 0.5303 -0.7450 -0.2042  -0.2608
H4 1.0688 1.4150 -0.0749  0.0911

Properties
Frontier orbital gap = 0.34136 hartree
HOMO energy = -9.35 eV
Lowest unoccupied orbital energy = -0.06 eV
2S+1 = 1

c) C3H4I2 | ωB97M-V with the def2-TZVPD basis set

Last column: Löwdin charge in e.
Geometry (Å):
C1 -0.0472 -0.2934 0.0309  -0.3329
H1 1.0352 -0.0180 0.1362  0.1066
H2 -1.1038 -2.1398 -0.5399  0.0771
I1 -1.1353 2.6847 0.4368  0.7711
I2 4.1159 2.6894 0.5737  -0.0021
C2 -1.0868 0.6866 -0.1012  -0.6692
H3 -2.1142 0.2606 -0.1590  0.0321
H4 0.5529 -2.3013 -0.1754  0.0437
C3 -0.2165 -1.5688 -0.2021  -0.0265

Properties
Frontier orbital gap (alpha / beta) = 0.33802 / 0.16631 hartree
HOMO energy (alpha / beta) = -9.84 / -7.85 eV
Lowest unoccupied orbital energy (alpha / beta) = -0.65 / -3.32 eV
2S+1 = 1

It turns out b) is the most stable, with the second structure 10.4 kcal/mol higher.

a) CH4N3P | ωB97M-V with the def2-TZVPD basis set

Last column: Löwdin charge in e.
Geometry (Å):
H1 -1.7133 0.5236 -0.8716  0.0635
P1 0.3148 -0.8895 -0.8320  0.8269
N1 0.3854 0.4711 1.4530  -0.0934
N2 1.0137 -0.5438 0.7631  -0.2887
N3 -0.5077 1.0530 0.8601  -0.0831
H2 -0.1176 1.3969 -1.2698  0.0927
H3 1.9549 -0.8171 0.8818  0.0426
H4 -0.6558 -1.8670 -0.4616  -0.1045
C1 -0.6743 0.6727 -0.5229  -0.4561

Properties
Frontier orbital gap = 0.37409 hartree
HOMO energy = -9.21 eV
Lowest unoccupied orbital energy = 0.97 eV
2S+1 = 1
SMILES string = C1N=NNP1

b) CH4N3P | ωB97M-V with the def2-TZVPD basis set

Last column: Löwdin charge in e.
Geometry (Å):
P1 -0.8671 -0.6578 -0.1246  0.8449
N1 1.7200 -0.5993 -0.0885  -0.1647
N2 1.5165 0.5816 0.0497  -0.0818
N3 0.7263 -1.4013 -0.2327  -0.2998
H1 -0.2280 1.8098 0.2821  0.0891
H2 0.2875 0.9613 -1.3916  0.0815
H3 -0.9367 -0.6441 1.3501  -0.0784
H4 0.9640 -2.3439 -0.5138  0.0891
C1 0.1431 0.8875 -0.2674  -0.4799

Properties
Frontier orbital gap = 0.37372 hartree
HOMO energy = -9.17 eV
Lowest unoccupied orbital energy = 1.00 eV
2S+1 = 1
SMILES string = C1N=NNP1

c) CH4N3P | ωB97M-V with the def2-TZVPD basis set

Last column: Löwdin charge in e.
Geometry (Å):
C1 2.5330 -0.1031 0.2036  -0.4635
H1 -0.8971 1.6996 -1.4408  0.0175
H2 -0.4624 1.5263 0.2655  0.0300
N1 -1.0881 -1.1719 0.2302  -0.2154
H3 -0.8027 -2.0090 0.7465  0.0704
P1 -0.2298 -0.3520 -0.9049  0.8910
N2 -0.8689 1.1951 -0.5803  -0.1975
H4 -1.7723 -0.8629 0.8720  0.0398
N3 3.5881 0.0779 0.6082  -0.1723

Properties
Frontier orbital gap (alpha / beta) = 0.28327 / 0.28334 hartree
HOMO energy (alpha / beta) = -9.20 / -9.20 eV
Lowest unoccupied orbital energy (alpha / beta) = -1.49 / -1.49 eV
2S+1 = 1

It turns out a) is the most stable, with the second structure 1.8 kcal/mol higher.